ORCA calculation (the ωB97M-V functional and the def2-TZVPD basis) on a structure of composition C13H55IN24O13Si2.

As for the largest force on an atom: 1.73 eV/Å. As for the spin multiplicity: 1.

Atoms and positions in Å:
C 0.864 -1.375 4.329
Si 0.367 0.293 3.595
O -1.296 0.423 3.203
Si -2.433 -0.190 4.267
I -3.912 -1.613 2.865
H 1.933 -1.300 4.526
H 0.744 -2.174 3.601
H 0.406 -1.614 5.282
H 0.848 1.407 4.404
H 1.088 0.403 2.303
H -1.888 -0.924 5.410
H -3.305 0.881 4.774
C -0.634 0.792 -1.140
O -0.595 1.326 -2.247
N -0.257 -0.496 -0.929
N -1.060 1.464 -0.027
H -0.282 -0.945 -0.033
H 0.052 -1.027 -1.718
H -1.348 2.417 -0.146
H -1.100 1.054 0.891
C 0.177 -4.207 -1.869
O 0.055 -3.320 -1.032
N 1.241 -4.246 -2.731
N -0.726 -5.209 -2.018
H 1.365 -4.954 -3.428
H 1.925 -3.519 -2.649
H -1.527 -5.209 -1.415
H -0.646 -5.925 -2.712
C 1.238 4.670 0.822
O 0.615 4.346 1.826
N 1.955 5.830 0.746
N 1.273 3.890 -0.297
H 2.484 6.112 -0.063
H 1.951 6.423 1.553
H 0.761 3.024 -0.277
H 1.774 4.137 -1.128
C -3.777 -3.064 -3.243
O -3.443 -4.237 -3.116
N -3.058 -2.168 -3.965
N -4.905 -2.565 -2.647
H -3.308 -1.206 -4.071
H -2.224 -2.491 -4.411
H -5.456 -3.200 -2.103
H -5.198 -1.611 -2.728
C 3.565 2.942 4.588
O 2.649 2.290 5.080
N 3.385 3.714 3.481
N 4.828 2.932 5.106
H 4.116 4.248 3.053
H 2.460 3.741 3.082
H 4.987 2.367 5.917
H 5.593 3.447 4.714
C -8.920 -2.526 1.827
O -9.908 -3.167 2.157
N -8.879 -1.759 0.701
N -7.769 -2.532 2.574
H -8.072 -1.232 0.429
H -9.712 -1.724 0.117
H -7.766 -3.084 3.409
H -6.946 -2.018 2.327
C 5.316 4.728 -1.624
O 4.938 5.882 -1.440
N 4.513 3.661 -1.337
N 6.544 4.424 -2.122
H 4.775 2.703 -1.470
H 3.608 3.871 -0.973
H 7.152 5.188 -2.337
H 6.876 3.491 -2.280
C -12.191 -0.604 -1.215
O -11.241 -1.122 -0.649
N -13.455 -0.672 -0.710
N -12.060 0.079 -2.390
H -14.253 -0.258 -1.151
H -13.576 -1.168 0.152
H -11.141 0.143 -2.783
H -12.825 0.511 -2.871
C 8.892 3.346 -4.456
O 8.756 3.159 -3.254
N 8.692 2.357 -5.375
N 9.256 4.557 -4.968
H 8.797 2.485 -6.362
H 8.425 1.456 -5.027
H 9.414 5.303 -4.318
H 9.374 4.735 -5.947
C 2.627 -4.580 6.102
O 3.360 -3.645 5.825
N 1.502 -4.428 6.863
N 2.869 -5.856 5.673
H 0.886 -5.180 7.102
H 1.295 -3.505 7.193
H 3.686 -6.003 5.114
H 2.280 -6.637 5.888
C 5.407 -0.502 2.427
O 6.133 0.442 2.149
N 4.282 -0.366 3.185
N 5.668 -1.775 1.998
H 3.678 -1.128 3.422
H 4.059 0.554 3.520
H 6.487 -1.910 1.440
H 5.090 -2.563 2.216
C -1.265 -0.035 -6.631
O -1.895 -0.501 -5.693
N -0.573 1.136 -6.526
N -1.207 -0.651 -7.850
H -0.049 1.541 -7.276
H -0.598 1.604 -5.638
H -1.708 -1.512 -7.952
H -0.698 -0.288 -8.631

=====

ORCA calculation (the ωB97M-V functional and the def2-TZVPD basis) on an isolated molecule of C21H24N2O3S.

As for the largest force on an atom: 1.78 eV/Å. As for the spin multiplicity: 1.

Atoms and positions in Å:
C -5.246 -0.208 0.826
H -4.769 -1.088 1.252
H -6.301 -0.428 0.681
H -5.169 0.609 1.538
C -4.601 0.166 -0.507
C -5.235 1.435 -1.072
H -4.739 1.736 -1.991
H -6.286 1.264 -1.289
H -5.166 2.253 -0.359
C -3.076 0.289 -0.394
H -2.660 0.447 -1.392
H -2.674 -0.655 -0.014
C -2.589 1.423 0.511
N -1.145 1.429 0.571
C -0.388 2.438 0.084
O -0.848 3.484 -0.326
C 1.086 2.165 0.116
C 1.575 0.897 -0.166
C 2.943 0.632 -0.141
C 3.809 1.686 0.154
C 3.325 2.956 0.409
C 1.965 3.206 0.390
H 1.571 4.192 0.578
H 4.028 3.749 0.615
S 5.612 1.421 0.131
O 5.963 1.160 -1.259
C 5.382 -0.223 0.955
C 4.601 -1.144 0.055
O 4.988 -2.260 -0.211
N 3.418 -0.649 -0.425
C 2.625 -1.522 -1.278
C 1.436 -2.135 -0.581
C 0.234 -2.293 -1.262
C -0.865 -2.846 -0.628
C -0.776 -3.242 0.696
C 0.421 -3.097 1.377
C 1.522 -2.552 0.741
H 2.457 -2.453 1.273
H 0.499 -3.414 2.406
H -1.635 -3.667 1.194
H -1.792 -2.965 -1.170
H 0.159 -1.978 -2.293
H 2.304 -0.957 -2.158
H 3.303 -2.321 -1.601
H 4.858 -0.021 1.889
H 6.355 -0.670 1.156
H 0.887 0.106 -0.418
H -0.700 0.592 0.912
H -2.989 1.307 1.522
H -2.884 2.395 0.114
H -4.795 -0.651 -1.213

=====

ORCA calculation (the ωB97M-V functional and the def2-TZVPD basis) on a structure of composition C25H59Ba2N4O32P5.

As for the largest force on an atom: 4.65 eV/Å. Its total charge is +2. As for the spin multiplicity: 1.

Atoms and positions in Å:
Ba -42.177 -26.165 -18.069
Ba -38.573 -20.773 -5.235
C -39.411 -22.084 -12.418
C -38.899 -22.217 -11.088
C -38.686 -23.739 -10.478
O -38.361 -23.777 -9.270
C -38.734 -24.833 -11.370
C -39.251 -24.623 -12.644
C -39.639 -23.237 -13.122
O -40.194 -22.940 -14.256
O -39.313 -25.624 -13.406
O -38.538 -21.233 -10.365
H -39.701 -21.111 -12.786
H -38.478 -25.847 -11.099
C -36.505 -28.911 -7.491
N -36.900 -30.123 -8.251
O -38.030 -30.538 -8.124
O -36.076 -30.688 -8.968
H -37.408 -28.619 -6.954
H -36.092 -28.121 -8.117
H -35.670 -29.115 -6.821
C -36.582 -15.191 -9.776
N -35.880 -14.365 -10.786
O -36.444 -13.317 -11.193
O -34.777 -14.707 -11.116
H -37.225 -14.569 -9.153
H -35.816 -15.618 -9.129
H -37.239 -15.892 -10.290
C -38.884 -16.745 -16.858
N -39.076 -15.445 -16.168
O -38.749 -14.434 -16.833
O -39.565 -15.403 -15.063
H -37.928 -17.014 -16.409
H -38.820 -16.511 -17.920
H -39.711 -17.360 -16.503
C -44.454 -21.136 -9.338
N -44.277 -21.625 -7.931
O -43.099 -21.755 -7.580
O -45.193 -21.769 -7.177
H -43.783 -21.581 -10.073
H -44.480 -20.048 -9.275
H -45.438 -21.530 -9.592
C -48.277 -29.276 -12.105
O -47.237 -28.829 -12.962
P -46.505 -27.379 -12.801
O -45.495 -27.075 -13.856
O -45.844 -27.567 -11.311
C -44.899 -28.589 -11.112
O -47.722 -26.381 -12.562
C -48.420 -25.844 -13.693
H -49.222 -29.251 -12.647
H -48.411 -28.766 -11.151
H -48.033 -30.280 -11.756
H -43.927 -28.098 -11.127
H -44.974 -29.260 -11.967
H -44.871 -29.026 -10.113
H -47.801 -25.788 -14.588
H -48.595 -24.861 -13.256
H -49.405 -26.269 -13.889
C -45.485 -19.775 -16.511
O -45.790 -19.494 -17.856
P -46.401 -20.693 -18.775
O -45.778 -22.026 -18.512
O -48.029 -20.692 -18.554
C -48.824 -19.615 -18.791
O -46.222 -20.151 -20.276
C -44.967 -19.732 -20.837
H -45.476 -20.838 -16.271
H -46.259 -19.317 -15.894
H -44.535 -19.302 -16.265
H -49.374 -19.557 -19.730
H -48.232 -18.707 -18.680
H -49.544 -19.586 -17.973
H -44.695 -20.445 -21.616
H -44.166 -19.731 -20.097
H -44.947 -18.773 -21.355
C -44.266 -23.710 -0.788
O -43.166 -24.567 -0.410
P -42.151 -25.032 -1.497
O -41.286 -24.002 -2.093
O -41.330 -26.267 -0.729
C -41.243 -26.146 0.669
O -43.069 -25.851 -2.560
C -42.627 -26.307 -3.888
H -45.152 -23.946 -0.197
H -44.621 -23.919 -1.797
H -44.087 -22.638 -0.868
H -40.194 -26.036 0.942
H -41.514 -27.135 1.040
H -41.697 -25.326 1.224
H -41.724 -25.848 -4.291
H -43.426 -26.010 -4.567
H -42.473 -27.386 -3.876
C -33.274 -26.518 -12.647
O -31.942 -25.979 -12.559
P -31.546 -25.118 -11.244
O -30.141 -24.684 -11.344
O -32.777 -24.036 -11.151
C -32.789 -22.832 -11.945
O -31.751 -26.104 -9.943
C -31.091 -27.400 -9.971
H -33.198 -27.423 -13.250
H -34.040 -25.895 -13.108
H -33.568 -26.932 -11.682
H -32.979 -22.007 -11.257
H -33.606 -22.751 -12.662
H -31.920 -22.552 -12.541
H -30.340 -27.394 -10.760
H -31.813 -28.144 -10.309
H -30.666 -27.762 -9.035
C -41.121 -34.456 -18.427
O -40.934 -33.882 -17.177
P -42.088 -32.855 -16.529
O -42.115 -31.529 -17.215
O -43.450 -33.713 -16.597
C -43.962 -34.361 -15.486
O -41.667 -32.837 -14.936
C -40.396 -32.362 -14.541
H -40.237 -34.326 -19.051
H -42.054 -34.099 -18.863
H -41.254 -35.537 -18.470
H -45.030 -34.164 -15.397
H -43.614 -33.981 -14.526
H -43.786 -35.429 -15.606
H -39.891 -33.179 -14.027
H -40.559 -31.521 -13.867
H -39.807 -32.076 -15.413

=====

The calculation returns the following total energy values, one per record and in order: -100625.081, -42125.194, -146167.844 eV.